40
Properties=species:S:1:pos:R:3 method="wB97M-V/def2-TZVPD" e_tot_ev=-70016.64965 spin_multiplicity=6 e_above_lowest_kcal_mol=55.7 charge=-1 orbital_gap_ha="0.2535 / 0.3012"
Mn -5.73431 -10.12010 -9.39846
F -3.91987 -10.85579 -10.38357
F -5.85932 -8.35321 -10.49589
O -5.17540 -7.86989 -5.11549
C -4.09816 -8.23864 -5.53587
O -2.84688 -8.26773 -4.92533
B -1.99232 -9.15858 -5.65594
O -2.68003 -9.47688 -6.94857
C -3.91231 -8.97166 -6.85475
O -4.75127 -9.04773 -7.77645
O -1.52234 -10.37791 -4.95473
C -0.11717 -10.34439 -4.83603
O 0.67203 -11.23255 -4.33527
C 0.27375 -8.88411 -5.32036
O -0.73946 -8.38536 -5.91765
O 1.45080 -8.46652 -5.27164
C -6.06638 -11.72076 -6.63216
O -5.75570 -11.66565 -8.06652
C -6.14437 -12.92202 -8.75144
C -7.31610 -12.63653 -9.59251
N -7.26555 -11.35176 -10.41376
C -8.50629 -10.58344 -10.20873
C -8.72309 -10.04452 -8.77122
O -7.44720 -9.46501 -8.36607
C -7.67967 -8.25937 -7.65579
H -6.99302 -12.23055 -6.36844
H -6.22159 -10.77108 -6.12020
H -5.22938 -12.27885 -6.21252
H -6.25810 -13.70451 -8.00120
H -5.30639 -13.27544 -9.35225
H -8.24908 -12.75104 -9.04064
H -7.47906 -13.53465 -10.18825
H -7.22595 -11.72216 -11.35256
H -9.42516 -11.13877 -10.39690
H -8.43686 -9.69128 -10.83109
H -8.90802 -10.75404 -7.96470
H -9.51307 -9.29451 -8.73235
H -7.88815 -7.41879 -8.31767
H -6.88091 -8.00203 -6.96019
H -8.40955 -8.37986 -6.85526